{
  "formula": "C5H11O",
  "method": "ωB97M-V/def2-TZVPD",
  "elements": ["C", "C", "C", "C", "C", "O", "H", "H", "H", "H", "H", "H", "H", "H", "H", "H", "H"],
  "coordinates": [[1.098, -0.162, -2.022], [-0.316, -0.422, -1.461], [-0.450, -0.552, 0.047], [0.004, 0.607, 0.905], [-0.422, 0.530, 2.418], [-0.460, 1.678, 3.067], [1.303, 0.888, -2.214], [1.854, -0.508, -1.317], [1.163, -0.760, -2.929], [-0.769, -1.273, -1.987], [-1.024, 0.358, -1.753], [0.042, -1.477, 0.391], [-1.467, -0.873, 0.334], [-0.418, 1.557, 0.569], [1.099, 0.689, 0.803], [-1.464, 0.064, 2.368], [0.228, -0.343, 2.782]],
  "atomic_forces_ev_per_a": [[-0.6, -0.4, 0.4], [-0.7, 0.4, -0.1], [-0.3, -1.5, 0.7], [0.2, 0.5, -0.1], [-0.7, -0.8, -0.7], [0.7, 0.1, 0.3], [-0.1, 0.0, -0.1], [0.0, -0.1, 0.0], [0.5, 0.3, -0.3], [0.3, -0.3, 0.3], [0.3, 0.5, -0.1], [0.6, 0.2, -0.2], [-0.2, 0.7, -0.4], [-0.1, 0.0, -0.3], [-0.1, 0.2, 0.2], [0.3, -0.2, -0.1], [-0.1, 0.5, 0.5]],
  "lowdin_charge": [-0.117, -0.287, -0.289, -0.240, -0.604, -0.356, 0.061, 0.063, 0.050, 0.087, 0.093, 0.103, 0.097, 0.096, 0.095, 0.073, 0.077],
  "charge": -1,
  "smiles": "CCCCC[O-]",
  "e_above_lowest_kj_mol": 37.1,
  "lumo_ev": 3.79,
  "multiplicity": 1,
  "max_force_ha_per_bohr": 0.032
}